DFT (the ωB97M-V functional and the def2-TZVPD basis) results for a structure of composition C27H26N6O6Pd.

XYZ file:
```
66
Properties=species:S:1:pos:R:3:forces:R:3
Pd -2.52701 1.22188 0.66050 0.09 0.08 0.19
C 8.14511 -3.27371 0.92113 0.02 0.02 -0.01
O 7.14687 -2.62732 0.15272 -0.03 0.02 0.01
C 6.62355 -1.47341 0.64424 0.03 -0.03 -0.03
C 5.60574 -0.89394 -0.11917 0.00 0.02 0.00
C 4.98827 0.26057 0.29992 -0.03 -0.05 -0.02
C 5.37803 0.87744 1.50680 0.10 0.24 0.02
C 6.42908 0.30746 2.23949 0.03 -0.04 0.00
C 7.04345 -0.85874 1.82308 -0.02 0.02 0.01
N 4.80499 2.01367 2.01833 -0.21 -0.13 0.12
N 3.75832 2.49866 1.37941 0.13 -0.13 -0.17
C 2.54017 2.03244 1.64513 -0.02 0.17 0.10
C 2.24703 1.05213 2.62068 -0.01 -0.05 -0.02
C 0.97094 0.54903 2.79808 0.00 0.00 0.02
C -0.10127 0.97223 2.00396 0.06 0.05 -0.03
O -1.31528 0.52380 2.12737 -0.04 -0.10 -0.13
C 0.17122 1.98364 1.02217 -0.02 -0.01 0.02
N -0.89085 2.37088 0.25598 -0.06 -0.07 -0.05
C -0.74719 3.36925 -0.59223 0.05 0.01 0.00
C 0.47645 4.02555 -0.76790 -0.05 0.00 0.00
C 1.57115 3.60925 -0.05183 -0.01 -0.03 0.03
C 1.43755 2.56114 0.87113 0.05 -0.02 -0.09
H 8.38217 -4.19376 0.39476 0.00 0.00 0.00
H 7.78076 -3.51139 1.92362 0.00 -0.01 0.00
H 9.04618 -2.66030 0.99821 0.00 0.00 0.01
H 5.32902 -1.37061 -1.05059 -0.01 -0.01 0.01
H 4.21010 0.71287 -0.29952 -0.01 0.00 0.01
H 6.73961 0.79768 3.15257 0.01 0.01 0.00
H 7.84599 -1.27430 2.41424 -0.01 -0.01 0.01
H 3.05701 0.70489 3.24765 0.00 -0.02 -0.01
H 0.77095 -0.18125 3.57194 0.01 -0.01 0.00
H -1.62586 3.66515 -1.14843 0.00 0.01 0.01
H 0.53773 4.84568 -1.46853 0.01 0.00 0.00
H 2.53821 4.07950 -0.16924 0.00 0.00 -0.01
O -6.91563 1.94419 -4.57038 0.03 0.02 -0.02
C -7.16480 2.37342 -3.42928 -0.03 0.05 -0.06
O -8.16663 2.90445 -2.93431 -0.02 -0.05 0.04
C -5.98602 2.19410 -2.45036 0.03 -0.06 0.03
C -4.67538 2.31605 -2.90275 0.03 -0.01 -0.01
C -3.62897 2.09728 -2.03482 -0.01 0.04 0.01
N -3.83780 1.71020 -0.77256 0.00 0.10 0.16
C -5.09829 1.55065 -0.32552 -0.04 -0.17 -0.13
C -6.18805 1.82958 -1.12124 -0.01 0.06 0.02
C -5.20658 0.84496 1.01636 -0.14 0.14 -0.23
O -6.22969 0.85715 1.65327 0.03 -0.19 0.04
O -4.11345 0.17048 1.30463 0.08 0.20 0.20
H -4.50043 2.55231 -3.94335 -0.01 -0.01 0.00
H -2.59581 2.18823 -2.34551 -0.01 0.00 -0.01
H -7.18940 1.72803 -0.72579 0.00 0.00 0.00
N -2.21893 -4.06854 -1.32344 0.01 0.06 0.00
C -0.97065 -3.67585 -0.57228 0.00 0.00 -0.01
C -0.90158 -2.14960 -0.55702 -0.03 -0.04 0.04
N -2.09691 -1.53925 -0.04092 0.00 -0.24 0.01
C -3.32165 -1.98654 -0.66072 0.00 0.07 -0.01
C -3.46048 -3.50055 -0.67188 -0.01 -0.01 0.01
H -2.28527 -5.08053 -1.41896 0.00 0.00 0.04
H -2.15859 -3.67895 -2.26786 0.00 -0.06 -0.02
H -0.12159 -4.14302 -1.06973 0.00 0.02 -0.02
H -1.07566 -4.08089 0.43341 0.01 -0.01 -0.01
H -0.73193 -1.79765 -1.58351 0.01 0.00 0.00
H -0.04170 -1.83677 0.03521 0.00 0.00 0.00
H -2.14697 -1.52385 0.97159 0.02 0.17 -0.01
H -3.36373 -1.61111 -1.69220 0.00 -0.01 -0.01
H -4.15979 -1.54518 -0.12353 0.00 0.00 -0.01
H -4.32196 -3.84905 -1.23943 0.00 0.02 -0.02
H -3.49384 -3.90980 0.33725 -0.01 -0.01 -0.01
```
Forces are in eV/Å.

Properties
LUMO (alpha / beta) = -1.40 / -1.40 eV
charge = 0
multiplicity = 3
HOMO level (alpha / beta) = -0.2603 / -0.2702 Eh
Kohn-Sham gap (alpha / beta) = 5.68 / 5.95 eV
energy relative to the best compared isomer or geometry (same formula, charge and spin) = 0.0 kJ/mol

***

DFT (the ωB97M-V functional and the def2-TZVPD basis) results for the molecule C2H4N2O2 at a distorted geometry.

XYZ file:
```
10
Properties=species:S:1:pos:R:3:forces:R:3
C -0.16542 0.01185 1.23981 -1.88 -2.89 -2.49
N -0.01843 1.14219 -1.25339 -0.77 0.73 0.60
C 0.82908 -0.41802 0.21045 2.81 4.13 -1.45
O -0.34043 -1.60885 1.20695 -1.44 1.15 1.48
N 0.88170 0.13587 -0.95621 0.72 -1.42 1.19
O -1.05878 0.76249 1.36725 1.14 -0.53 1.07
H -1.27130 -1.74761 0.97362 -0.12 -0.14 0.27
H 0.38194 1.80851 -1.90272 -0.39 -0.66 -0.26
H -0.96741 0.82608 -1.43102 0.36 0.26 -0.29
H 1.72905 -0.91250 0.54526 -0.43 -0.64 -0.11
```
Forces are in eV/Å.

Properties
LUMO = -0.27 eV
charge = 0
multiplicity = 1
HOMO level = -0.3090 Eh
Kohn-Sham gap = 8.14 eV
energy relative to the best compared isomer or geometry (same formula, charge and spin) = 495.8 kJ/mol
structure (SMILES) = N/N=C\C(=O)O

***

DFT (the ωB97M-V functional and the def2-TZVPD basis) results for a structure of composition C3H3KMgO2 at a distorted geometry.

XYZ file:
```
10
Properties=species:S:1:pos:R:3:forces:R:3
O 0.99740 2.02327 -1.36582 0.88 -0.58 -1.55
C 1.44925 1.20336 -2.05636 -1.33 -0.06 1.42
C 1.73824 0.62572 -3.38788 0.40 -0.03 0.50
H 2.58228 -0.05215 -3.25942 0.13 0.17 -0.25
H 0.89418 0.02388 -3.72950 -0.27 0.10 0.27
H 1.93289 1.40502 -4.11882 0.14 0.30 -0.07
O -0.02052 -2.31551 -1.03530 0.31 0.01 0.37
C -0.73878 -2.86056 -1.71721 -0.73 -0.60 -0.65
Mg 1.43685 -1.10405 -0.03910 0.80 -0.11 -0.44
K -0.04314 1.42522 1.31603 -0.33 0.79 0.42
```
Forces are in eV/Å.

Properties
LUMO (alpha / beta) = -9.68 / -8.79 eV
charge = +2
multiplicity = 1
HOMO level (alpha / beta) = -0.5717 / -0.5716 Eh
Kohn-Sham gap (alpha / beta) = 5.88 / 6.77 eV

***

DFT (the ωB97M-V functional and the def2-TZVPD basis) results for the ion C8H8N with charge +1 at a distorted geometry.

XYZ file:
```
17
Properties=species:S:1:pos:R:3:forces:R:3
C 0.56081 1.99216 -0.55814 0.26 -0.16 0.05
C 0.41088 1.55570 -1.96975 -0.14 0.26 -0.51
C 0.27875 1.29527 0.54017 0.00 -0.01 -0.08
C 0.31921 0.29372 -2.20822 -0.10 -0.56 2.24
C -0.17423 -0.11136 0.67745 0.29 0.53 0.01
C 0.06928 -0.97633 -1.61314 -0.01 -0.55 -0.34
C 0.09494 -2.15181 -2.25640 0.21 0.26 -0.20
C -0.54290 -0.53763 2.05512 -0.11 -0.17 0.33
N -0.27418 -0.99140 -0.22341 -0.19 0.10 -1.32
H 0.91334 3.00997 -0.47771 0.12 0.04 0.10
H 0.43455 2.32413 -2.72695 -0.32 0.09 -0.21
H 0.36353 1.80618 1.49026 -0.02 0.12 -0.03
H -0.14340 -3.05711 -1.72667 -0.19 -0.10 0.13
H 0.32200 -2.21194 -3.30620 0.18 0.02 -0.15
H 0.15027 -0.13034 2.78841 0.04 0.04 0.02
H -1.54120 -0.16214 2.29160 0.00 0.08 0.02
H -0.56469 -1.62151 2.13087 0.00 0.03 -0.03
```
Forces are in eV/Å.

Properties
LUMO (alpha / beta) = -7.06 / -6.97 eV
charge = +1
multiplicity = 1
HOMO level (alpha / beta) = -0.4975 / -0.4979 Eh
Kohn-Sham gap (alpha / beta) = 6.48 / 6.58 eV
energy relative to the best compared isomer or geometry (same formula, charge and spin) = 118.7 kJ/mol

***

DFT (the ωB97M-V functional and the def2-TZVPD basis) results for a cluster of 9 separate species, C26H68N2O9 in total at a distorted geometry.

XYZ file:
```
105
Properties=species:S:1:pos:R:3:forces:R:3
C 10.31662 11.34322 14.17494 0.23 -2.17 -1.09
C 11.68894 10.77150 14.57352 -0.02 -0.41 0.06
C 11.59305 10.37416 16.06134 0.08 1.29 0.09
C 12.81568 9.68652 16.62177 -0.25 -1.08 -0.93
C 12.87586 8.35540 15.83766 1.12 0.57 -0.67
C 13.06532 8.60792 14.27156 -1.30 -0.23 0.53
N 11.88349 9.47239 13.86718 0.78 0.08 0.27
O 11.87531 9.66687 12.47007 0.09 -0.08 -0.40
C 14.48208 9.10862 13.84267 -0.67 0.27 0.52
C 12.84679 7.27974 13.56837 0.01 -0.39 -0.85
C 12.75574 11.84638 14.27499 1.13 -2.17 1.13
H 10.06867 12.25718 14.65886 -0.18 0.65 0.59
H 9.59317 10.53032 14.35302 -0.07 0.55 0.25
H 10.28834 11.46619 13.09302 0.06 0.28 -0.06
H 11.39334 11.30619 16.59879 -0.10 -0.02 0.16
H 10.73310 9.71100 16.20716 0.01 0.18 -0.16
H 12.69370 9.55238 17.69760 0.21 -0.14 -0.04
H 13.72938 10.23115 16.41189 0.17 0.32 0.25
H 11.98003 7.77670 16.04810 -0.30 0.04 -0.42
H 13.69275 7.70002 16.13415 0.32 0.10 0.17
H 15.20661 8.41706 14.27999 0.05 0.09 -0.09
H 14.64329 9.10983 12.73459 -0.32 0.12 0.91
H 14.63935 10.10453 14.27570 0.36 -0.41 -0.43
H 13.47634 6.46143 13.93332 0.15 0.31 0.08
H 11.82431 6.94047 13.61432 -0.48 0.03 0.40
H 13.01865 7.40214 12.49289 0.22 -0.09 0.16
H 13.71274 11.60448 14.79165 -0.78 0.53 0.03
H 12.39529 12.78493 14.57381 -0.33 1.44 0.46
H 13.04287 11.86259 13.25180 -0.13 0.07 -1.10
H 12.76003 9.93862 12.15790 -0.19 0.19 0.22
C 17.20889 13.85306 15.86596 -0.69 0.70 0.26
C 16.87308 13.69288 14.36342 0.21 1.03 -0.07
C 15.52994 14.42710 14.00720 0.95 -0.76 0.97
C 15.31804 14.54760 12.49677 -0.14 -0.09 0.86
C 16.43490 15.39251 11.98171 1.08 -0.19 -0.26
C 17.82662 14.71508 12.18318 0.42 0.30 1.25
N 17.96914 14.41274 13.63240 -1.36 1.16 0.37
O 19.20044 13.80305 13.86622 0.82 -0.56 0.22
C 18.08989 13.47057 11.34770 -0.32 0.51 -1.78
C 18.89961 15.75556 11.81441 0.21 -0.37 0.31
C 16.79879 12.20528 14.07063 -0.81 -0.16 0.10
H 17.36133 14.92615 16.17219 -0.11 -0.95 -0.51
H 18.12445 13.29441 16.03411 0.06 0.00 0.35
H 16.40209 13.45090 16.52568 0.55 0.10 -0.58
H 14.75494 13.89978 14.58692 -0.03 0.02 -0.60
H 15.59679 15.41420 14.48114 -0.03 0.07 -0.32
H 14.37039 15.02998 12.32224 -0.38 0.01 -0.27
H 15.33927 13.57522 12.02975 -0.33 -0.48 -0.17
H 16.35892 16.30331 12.56627 0.61 0.35 0.14
H 16.37160 15.72649 10.94338 -0.24 -0.39 -0.14
H 19.06534 12.97895 11.46547 -0.29 0.42 0.49
H 17.31048 12.71316 11.41556 0.05 0.12 -0.14
H 18.10181 13.89131 10.32161 -0.13 -0.71 0.09
H 18.82622 15.99954 10.75628 0.12 -0.07 -0.11
H 18.77913 16.67832 12.37070 -0.18 0.13 0.22
H 19.89834 15.36002 12.04864 -0.26 0.10 -0.29
H 17.65515 11.66669 14.41217 0.77 -0.18 0.41
H 16.73540 11.98050 13.02197 -0.36 -0.07 -0.38
H 15.92637 11.77323 14.58177 0.21 0.14 -0.16
H 19.66463 14.39263 14.47869 -0.21 -0.11 -0.24
C 8.69600 13.62016 8.42446 0.07 -0.73 0.09
C 7.74793 13.61782 7.25542 -0.02 -0.04 0.01
O 6.94193 14.78459 7.40866 0.32 0.10 0.78
H 8.21765 13.09216 9.25135 0.34 0.11 0.17
H 8.92541 14.62996 8.73471 0.07 0.21 0.02
H 9.63828 13.14328 8.15695 -0.03 -0.15 0.20
H 7.09967 12.73918 7.26708 0.03 -0.10 0.03
H 8.29259 13.59170 6.31036 -0.06 0.39 -0.13
H 6.53533 15.01128 6.59286 -0.61 0.24 -1.03
C 12.69442 11.47205 9.75490 -0.12 -1.22 -1.03
O 13.63476 11.11620 10.74778 0.25 -0.04 0.64
H 12.65287 12.52622 9.58954 -0.10 0.72 -0.14
H 12.93168 10.94222 8.81851 0.13 0.38 0.02
H 11.70358 11.08756 10.00001 0.13 0.19 0.59
H 14.47794 11.55164 10.57547 -0.21 -0.09 -0.09
C 12.97050 16.54764 8.35943 -0.58 -0.09 -0.41
O 12.33551 15.30770 8.18267 0.19 -0.53 -0.30
H 12.25770 17.27232 8.69741 -0.44 0.74 0.30
H 13.78674 16.53694 9.03585 0.87 -0.28 0.98
H 13.38584 16.90269 7.42925 -0.08 -0.11 -0.56
H 12.08637 14.93387 9.04425 -0.04 0.26 0.02
C 8.21353 17.52825 8.83285 0.53 0.17 -0.14
O 7.53149 16.63835 9.67790 -0.34 0.07 0.20
H 7.46817 18.18117 8.33966 0.73 -0.23 -0.23
H 8.86614 18.12020 9.47291 -0.05 0.28 -0.14
H 8.88858 16.94570 8.16600 -0.61 0.66 -0.09
H 7.19925 15.95899 9.08804 -0.38 -0.58 -0.10
C 8.53917 18.76210 12.49458 -1.09 -0.82 0.49
O 8.15633 17.61126 13.26542 0.25 0.57 0.04
H 7.87410 19.55333 12.82962 0.12 0.21 -0.02
H 9.56807 19.04212 12.67271 0.34 0.11 -0.15
H 8.30696 18.56372 11.44839 0.32 0.24 -0.16
H 8.70990 16.87490 12.99525 -0.02 -0.30 -0.05
C 7.33580 14.40291 12.06380 0.59 -0.51 -0.36
O 8.44840 15.18828 11.62172 0.80 -0.77 1.20
H 7.47416 13.40153 11.64707 -0.40 0.09 -0.67
H 7.43759 14.13226 13.11859 -0.29 0.94 0.25
H 6.35760 14.83837 11.78506 0.57 -0.24 0.34
H 8.20280 15.98708 11.15849 -0.89 0.17 -0.59
C 11.86138 14.03377 11.91564 0.57 0.72 -0.14
O 11.28854 14.46209 10.66621 -0.74 0.52 0.97
H 12.15729 14.91156 12.57331 -0.54 -0.96 -0.65
H 11.24415 13.31145 12.46497 -0.07 0.41 -0.24
H 12.77765 13.52789 11.61626 0.02 -0.06 0.29
H 10.46599 14.95937 10.88103 0.40 -0.65 -0.22
```
Forces are in eV/Å.

Properties
LUMO = 0.52 eV
charge = 0
multiplicity = 1
HOMO level = -0.3059 Eh
Kohn-Sham gap = 8.84 eV
structure (SMILES) = CC1(C)CCCC(C)(C)N1O.CC1(C)CCCC(C)(C)N1O.CCO.CO.CO.CO.CO.CO.CO

***

DFT (the ωB97M-V functional and the def2-TZVPD basis) results for a cluster of 2 separate species, C5H11O3 in total at a distorted geometry.

XYZ file:
```
19
Properties=species:S:1:pos:R:3:forces:R:3
C -1.09477 -1.70432 -0.79457 -2.58 -2.97 1.12
C -0.05237 -2.88576 -0.72794 2.58 2.11 -0.62
C -1.91196 -1.42496 0.50148 2.10 -2.10 0.60
O -0.74388 -0.51379 -1.23522 3.84 4.33 -1.05
H -1.75222 -1.94655 -1.64140 -0.52 -1.10 0.55
H 0.91056 -2.58894 -0.06826 -2.08 -0.62 -1.44
H -1.98740 -0.34694 0.57364 -0.76 -0.14 0.31
H -2.78996 -2.04144 0.51627 -0.91 0.32 0.05
H -1.30642 -1.84554 1.35811 -0.48 0.75 -0.49
H -0.33655 0.12125 -0.55744 -1.00 -1.60 -1.24
H 0.27401 -2.98812 -1.80941 0.13 0.10 1.25
H -0.34618 -3.88803 -0.44540 -0.70 0.12 0.42
C 1.68705 1.23145 1.58949 3.00 3.27 -0.23
C 0.93232 1.81825 0.44154 -2.82 -0.65 1.04
O -0.25694 1.46869 0.26567 2.33 1.78 -0.28
O 1.52741 2.77079 -0.20990 -0.38 -0.40 -0.10
H 1.66018 2.03224 2.44086 -0.23 -1.87 -1.28
H 2.76835 1.22007 1.24520 -0.96 -0.31 0.76
H 1.33132 0.25843 1.76340 -0.56 -1.02 0.64
```
Forces are in eV/Å.

Properties
LUMO (alpha / beta) = 0.49 / -3.86 eV
charge = 0
multiplicity = 2
HOMO level (alpha / beta) = -0.3416 / -0.3415 Eh
Kohn-Sham gap (alpha / beta) = 9.79 / 5.43 eV
energy relative to the best compared isomer or geometry (same formula, charge and spin) = 199.6 kJ/mol

***

Which formula does entry 6 have? C5H11O3

***

Number 1 is which compound? C27H26N6O6Pd

***

What is the multiplicity in the fifth record? 1